Entry from the OMol25 dataset: C4H5NO2 in the gas phase (the ωB97M-V functional and the def2-TZVPD basis).

Each atom is followed by the atoms it is bonded to, with distances in Å.
Cartesian coordinates (Å):
1 O 1.7369 1.5074 1.0033  C2 1.205
2 C 2.0192 0.4862 0.4299  O1 1.205, C3 1.532, H8 1.110
3 C 0.9845 -0.5565 -0.0063  C2 1.532, O4 1.214, N5 1.372
4 O 1.3447 -1.5587 -0.5894  C3 1.214
5 N -0.2968 -0.3068 0.4164  C3 1.372, C6 1.437, C7 1.443
6 C -1.4816 -0.7283 -0.2779  N5 1.437, C7 1.500, H9 1.091, H10 1.088
7 C -1.1966 0.7250 -0.0386  N5 1.443, C6 1.500, H11 1.092, H12 1.086
8 H 3.0546 0.1997 0.1522  C2 1.110
9 H -2.2057 -1.2583 0.3429  C6 1.091
10 H -1.3524 -1.1150 -1.2872  C6 1.088
11 H -0.8750 1.3398 -0.8814  C7 1.092
12 H -1.7320 1.2656 0.7361  C7 1.086

Computed properties:
relative energy (zero: lowest compared OMol25 entry of this formula, charge and spin): 186.4 kJ/mol
SMILES: O=CC(=O)N1CC1
gap between HOMO and LUMO: 9.7031 eV
HOMO level: -9.958 eV

Löwdin population analysis, charges in e, atoms 1 to 6: O 0.0864; C -0.1480; C -0.4263; O 0.0979; N -0.0275; C -0.0872